[1]
A cluster of 2 separate species, C22H18BF4N in total. Source: the OMol25 dataset; level of theory: ωB97M-V/def2-TZVPD.

Calculated values
multiplicity: 1
net charge: 0
lowest unoccupied orbital energy: -3.308 eV
E_HOMO: -7.29 eV
relative energy (zero: lowest compared OMol25 entry of this formula, charge and spin): 0.587 eV

Geometry as XYZ:
```
46
Properties=species:S:1:pos:R:3:lowdin_charge:R:1
F 2.0765 -2.5775 2.3467 0.043
C 0.7623 -2.1944 2.4971 -0.232
C -0.1282 -3.1025 3.0653 0.039
C -1.4695 -2.7038 3.1715 -0.026
C -1.8863 -1.4359 2.7826 0.032
C -0.9542 -0.4760 2.2791 -0.156
C -1.2787 0.8916 2.0742 0.139
C -0.3854 1.9573 2.3332 -0.161
C -0.7032 3.2705 1.8613 0.033
C 0.1393 4.3449 2.0968 -0.041
C 1.3150 4.1813 2.8526 -0.025
C 1.6193 2.9211 3.3790 -0.053
C 0.7913 1.8291 3.1438 0.008
C 0.3911 -0.9342 2.0739 0.050
H 0.2095 -4.0905 3.3729 0.131
H -2.2041 -3.4076 3.5775 0.128
H -2.9320 -1.1455 2.9191 0.105
H -2.2586 1.2206 1.7905 0.066
H -1.6435 3.4027 1.3159 0.118
H -0.1320 5.3293 1.7180 0.117
H 1.9484 5.0415 3.0681 0.118
H 2.5042 2.7975 4.0056 0.115
H 1.0249 0.8694 3.6014 0.118
H 1.1233 -0.2664 1.6293 0.133
C -6.9962 2.7226 1.8086 -0.008
N -5.6964 2.2264 1.4445 -0.045
C -5.1039 1.0547 1.8745 -0.020
B -5.8186 0.1466 3.0230 -1.038
F -4.9656 -0.9323 3.3641 0.074
F -6.0242 1.0227 4.1044 0.095
F -7.0075 -0.3047 2.4242 0.101
C -3.9527 0.8174 1.1165 -0.044
C -3.8118 1.9525 0.2125 -0.195
C -4.9175 2.8032 0.4523 -0.175
C -5.1809 3.9153 -0.3410 -0.019
C -4.2850 4.2135 -1.3784 -0.103
C -3.1249 3.4347 -1.5605 -0.114
C -2.8699 2.3204 -0.7509 -0.076
H -7.1576 3.6441 1.2482 0.070
H -7.7813 1.9992 1.5526 0.105
H -7.0565 2.9411 2.8787 0.098
H -3.4138 -0.1223 1.0505 0.102
H -6.0779 4.5082 -0.1663 0.097
H -4.4773 5.0733 -2.0309 0.097
H -2.4285 3.7118 -2.3566 0.094
H -1.9692 1.7254 -0.8735 0.104
```

***

[2]
A structure of composition C22H18ClCrF6N5O5S3. Source: the OMol25 dataset; level of theory: ωB97M-V/def2-TZVPD.

Calculated values
multiplicity: 2
net charge: +1
lowest unoccupied orbital energy (spin up / spin down): -4.073 / -3.699 eV
E_HOMO (spin up / spin down): -11.16 / -11.18 eV
expectation value of S²: 0.7601

Geometry as XYZ:
```
61
Properties=species:S:1:pos:R:3:lowdin_charge:R:1
Cr -0.2581 -0.1478 0.1538 0.597
Cl 4.1774 0.2858 5.8163 0.701
C 2.9167 0.1243 4.6414 -0.655
C 1.5907 0.0160 5.0691 -0.065
C 0.5729 -0.1117 4.1519 0.020
C 0.8565 -0.1335 2.7815 -0.279
O -0.1651 -0.2622 1.9381 -0.196
C 2.1860 -0.0226 2.3537 -0.111
C 2.5573 -0.0242 0.9614 -0.011
N 1.7335 -0.1329 -0.0178 0.010
C 2.2017 -0.0819 -1.3703 -0.156
C 3.5002 -0.2006 -1.7811 0.018
C 3.8263 -0.0857 -3.1509 -0.037
C 2.8596 0.1338 -4.0886 -0.002
C 1.5032 0.2274 -3.6939 -0.123
C 0.4364 0.4246 -4.6032 0.035
C -0.8456 0.4730 -4.1460 -0.003
C -1.0775 0.3216 -2.7662 -0.098
N -0.1111 0.1550 -1.8988 -0.015
C 1.1836 0.1100 -2.3342 -0.139
C 3.2164 0.1090 3.3017 -0.040
H 1.3739 0.0402 6.1275 0.117
H -0.4569 -0.1806 4.4706 0.125
H 3.6177 0.0943 0.7480 0.135
H 4.2967 -0.3921 -1.0765 0.116
H 4.8615 -0.1754 -3.4479 0.118
H 3.1138 0.2255 -5.1349 0.125
H 0.6551 0.5332 -5.6573 0.132
H -1.6834 0.6265 -4.8089 0.122
H -2.0875 0.3470 -2.3736 0.121
H 4.2428 0.1995 2.9751 0.121
F -2.2126 1.7667 2.6957 0.161
C -3.3814 1.4981 2.1356 -0.671
F -4.2170 2.5004 2.3642 0.172
F -3.8648 0.3797 2.6863 0.145
S -3.2257 1.2661 0.3166 0.644
O -2.3118 0.1171 0.1784 -0.384
O -4.5494 1.0392 -0.1496 -0.221
N -2.6268 2.5978 -0.2150 -0.253
S -1.0964 2.9018 -0.4366 0.677
O -0.2410 1.9406 0.2795 -0.340
O -0.7727 3.1966 -1.7901 -0.219
C -0.8773 4.4695 0.4990 -0.682
F -1.0836 4.2886 1.7926 0.169
F -1.7427 5.3537 0.0225 0.170
F 0.3662 4.8964 0.3091 0.167
C -1.7811 -3.1816 2.5412 -0.010
N -2.5642 -2.9458 1.3478 -0.120
C -4.0258 -3.0628 1.3629 -0.067
C -4.4249 -2.6876 -0.0786 -0.086
N -3.1213 -2.6237 -0.7331 0.051
C -2.1190 -2.6743 0.1386 -0.701
S -0.4664 -2.4355 -0.3349 0.799
H -2.1002 -2.4875 3.3183 0.100
H -0.7319 -3.0120 2.3148 0.068
H -1.9302 -4.2059 2.8827 0.105
H -4.4371 -2.3836 2.1069 0.126
H -4.3130 -4.0834 1.6256 0.133
H -4.9240 -1.7178 -0.1321 0.115
H -5.0547 -3.4458 -0.5402 0.126
H -2.9579 -2.3061 -1.6724 0.143
```

***

[3]
A structure of composition C22H18ClF3NO3PRh. Source: the OMol25 dataset; level of theory: ωB97M-V/def2-TZVPD.

Calculated values
multiplicity: 1
net charge: +1
lowest unoccupied orbital energy: -4.846 eV
E_HOMO: -12.39 eV
relative energy (zero: lowest compared OMol25 entry of this formula, charge and spin): 0.655 eV

Geometry as XYZ:
```
50
Properties=species:S:1:pos:R:3:lowdin_charge:R:1
Rh -0.2739 0.5502 -0.0939 1.058
O -3.2698 0.2141 0.3798 -0.001
N -2.2551 -0.2476 -0.4579 -0.105
C -2.6677 -1.1951 -1.1890 -0.051
C -1.9931 -1.7908 -2.3440 -0.184
C -2.7993 -2.6893 -3.0438 -0.017
C -2.3982 -3.2390 -4.2501 -0.036
C -1.1747 -2.8800 -4.7816 -0.034
C -0.3546 -2.0068 -4.0864 -0.069
C -0.7304 -1.4625 -2.8601 -0.265
P 0.5705 -0.4990 -2.0060 1.072
C 1.1311 0.6670 -3.2634 -0.360
C 2.4700 1.0435 -3.3725 -0.088
C 2.8465 1.9705 -4.3300 -0.047
C 1.8962 2.5354 -5.1695 -0.050
C 0.5612 2.1729 -5.0567 -0.056
C 0.1773 1.2415 -4.1069 -0.085
C 1.8886 -1.7151 -1.7346 -0.331
C 2.0520 -2.3204 -0.4941 -0.073
C 3.0270 -3.2927 -0.3188 -0.054
C 3.8428 -3.6631 -1.3747 -0.054
C 3.6859 -3.0595 -2.6161 -0.053
C 2.7140 -2.0924 -2.7971 -0.095
H -2.8197 0.6720 1.0980 0.070
H -3.6772 -1.5452 -0.9850 0.146
H -3.7708 -2.9420 -2.6390 0.121
H -3.0469 -3.9262 -4.7751 0.120
H -0.8502 -3.2782 -5.7332 0.120
H 0.6027 -1.7452 -4.5143 0.104
H 3.2173 0.6119 -2.7224 0.108
H 3.8862 2.2550 -4.4170 0.116
H 2.1968 3.2612 -5.9131 0.115
H -0.1806 2.6130 -5.7090 0.114
H -0.8656 0.9589 -4.0294 0.111
H 1.4282 -2.0460 0.3433 0.082
H 3.1495 -3.7556 0.6510 0.114
H 4.6035 -4.4190 -1.2336 0.114
H 4.3261 -3.3380 -3.4422 0.114
H 2.6183 -1.6183 -3.7643 0.099
F 1.6492 1.9700 1.3968 0.096
C 1.4109 1.5712 0.1357 -0.644
F 2.5459 0.9946 -0.3089 0.080
F 1.1781 2.6808 -0.6165 0.080
Cl 1.2636 0.3750 4.3915 0.659
C -0.3176 -0.0944 3.7468 -0.462
C -0.3600 0.1950 2.2863 -0.657
O 0.2321 -0.5576 1.4376 -0.089
O -0.9797 1.1632 1.7859 -0.050
H -1.0918 0.4860 4.2406 0.098
H -0.4568 -1.1596 3.9176 0.098
```

***

[4]
The molecule C22H18ClN5O2S. Source: the OMol25 dataset; level of theory: ωB97M-V/def2-TZVPD.

Calculated values
multiplicity: 1
structure (SMILES): CC(C)[C@@H]1N=C2c3ccccc3N=C(SCc3cc(=O)n4cc(Cl)ccc4n3)N2C1=O
net charge: 0
lowest unoccupied orbital energy: -0.159 eV
E_HOMO: -8.31 eV
relative energy (zero: lowest compared OMol25 entry of this formula, charge and spin): 0.000 eV

Geometry as XYZ:
```
49
Properties=species:S:1:pos:R:3:lowdin_charge:R:1
C -3.2335 -2.3289 -2.1043 -0.058
C -4.6009 -2.0666 -1.4781 -0.369
C -5.6470 -1.7848 -2.5503 -0.072
C -4.5268 -0.8759 -0.4986 -0.224
N -4.0666 0.3366 -1.1321 0.163
C -3.0107 0.7209 -0.5312 -0.219
C -2.1625 1.8566 -0.7782 -0.077
C -2.4082 2.7726 -1.7981 -0.014
C -1.5506 3.8360 -1.9853 -0.078
C -0.4388 3.9912 -1.1615 -0.067
C -0.1818 3.0952 -0.1459 -0.002
C -1.0421 2.0158 0.0667 -0.191
N -0.7608 1.1508 1.0995 0.120
C -1.5267 0.1440 1.3097 -0.543
S -1.2146 -0.9788 2.5949 1.068
C 0.2720 -0.1765 3.2900 -0.369
C 1.3627 -0.0515 2.2780 -0.364
C 2.0971 1.0977 2.1542 0.036
C 3.1261 1.2159 1.1826 -0.412
O 3.8235 2.1793 0.9432 0.054
N 3.3195 0.0089 0.4123 0.107
C 4.3024 0.0120 -0.5248 -0.046
C 4.5558 -1.0889 -1.2810 -0.650
Cl 5.8149 -1.0662 -2.4546 0.697
C 3.7806 -2.2603 -1.0994 -0.069
C 2.7953 -2.2569 -0.1657 0.022
C 2.5356 -1.1060 0.6296 -0.244
N 1.5866 -1.1409 1.5266 0.140
N -2.6347 -0.1107 0.5397 0.097
C -3.5514 -1.1439 0.6357 -0.380
O -3.5109 -2.0248 1.4547 0.071
H -3.2953 -3.1662 -2.7951 0.080
H -2.8966 -1.4515 -2.6533 0.082
H -2.4968 -2.5708 -1.3400 0.079
H -4.8968 -2.9410 -0.8891 0.142
H -6.6335 -1.6724 -2.1073 0.077
H -5.3958 -0.8660 -3.0734 0.076
H -5.6802 -2.6023 -3.2662 0.077
H -5.5295 -0.7039 -0.0910 0.166
H -3.2758 2.6247 -2.4217 0.115
H -1.7397 4.5498 -2.7726 0.103
H 0.2304 4.8240 -1.3179 0.107
H 0.6779 3.2049 0.4957 0.108
H -0.0120 0.7960 3.6857 0.085
H 0.5770 -0.8408 4.0994 0.089
H 1.9021 1.9612 2.7679 0.124
H 4.8486 0.9422 -0.6038 0.133
H 3.9859 -3.1306 -1.7016 0.110
H 2.1734 -3.1170 0.0193 0.122
```

***

In the order shown, the computed E_tot values come out to -36144.791; -130545.184; -63704.127; -58010.979 eV.